70
Properties=species:S:1:pos:R:3:forces:R:3:mulliken_charge:R:1 method="wB97M-V/def2-TZVPD" e_homo_ev="-12.45 / -12.44" lumo_ha="-0.1352 / -0.2878" spin_multiplicity=2 fmax_ev_per_a=0.25 gap_ev="8.7687 / 4.6080" charge=+1
Bi -1.18932 0.51573 0.58165 -0.04 -0.13 0.05 2.320
C -3.84055 -2.25687 3.26422 0.00 0.00 0.03 -1.209
C -3.25173 -1.01310 2.99909 -0.05 -0.01 -0.03 -0.286
N -2.15363 -1.16597 2.26933 0.00 -0.01 0.05 -0.710
N -2.00431 -2.49128 2.05246 0.04 -0.01 -0.03 0.990
C -3.02836 -3.16672 2.63637 -0.02 0.02 -0.03 -0.173
B -0.88636 -3.02608 1.15412 -0.07 0.22 -0.10 -0.520
N 0.44127 -2.28040 1.41369 0.00 -0.07 0.03 0.749
C 1.65951 -2.80013 1.68482 -0.02 0.01 -0.02 0.075
C 2.55991 -1.77217 1.82778 0.02 -0.04 0.03 -1.557
C 1.81028 -0.61662 1.61343 -0.01 0.04 -0.04 -0.510
N 0.54505 -0.93262 1.35332 0.04 0.02 0.04 -0.427
N -1.26407 -2.93738 -0.31943 -0.02 -0.06 0.06 0.378
C -1.40070 -3.78983 -1.35937 0.01 0.02 0.03 0.101
C -1.71937 -3.05667 -2.47779 -0.01 0.01 -0.01 -1.354
C -1.75663 -1.73142 -2.03409 0.01 -0.01 -0.02 -0.232
N -1.48773 -1.66688 -0.73874 0.08 0.05 -0.01 -0.584
N -0.65019 -4.48347 1.68559 -0.02 -0.14 -0.04 1.519
C -0.42909 -4.73848 3.05483 0.03 -0.07 -0.12 -0.237
C -0.30120 -6.10901 3.20473 -0.02 -0.09 -0.06 -0.862
C -0.45095 -6.61163 1.93445 0.00 0.08 0.07 -0.428
N -0.67154 -5.56790 1.01082 0.05 0.09 0.22 -1.034
H -4.73832 -2.45329 3.82260 0.00 0.00 0.00 0.443
H -3.58788 -0.02679 3.27871 0.01 0.00 0.00 0.592
H -3.13101 -4.23638 2.54116 0.00 0.00 0.00 0.472
H 1.82031 -3.86464 1.73676 0.00 0.00 0.00 0.450
H 3.60995 -1.84489 2.04712 0.00 0.00 0.01 0.451
H 2.11635 0.41539 1.62174 -0.02 0.01 -0.01 0.841
H -1.26461 -4.84835 -1.23596 0.00 0.00 0.00 0.462
H -1.89932 -3.42674 -3.47108 0.00 0.00 0.00 0.439
H -1.95372 -0.82963 -2.59190 0.01 0.00 0.00 0.447
H -0.37379 -3.92736 3.76390 -0.01 0.02 -0.02 0.567
H -0.12328 -6.64610 4.11990 0.00 -0.01 -0.01 0.492
H -0.42323 -7.62612 1.57084 0.00 0.00 0.00 0.480
F -3.59000 1.55244 0.57567 0.01 -0.02 -0.05 -0.366
B -3.50405 2.30339 1.80567 -0.10 0.08 0.06 0.549
F -3.47964 3.63918 1.55460 0.01 -0.03 0.00 -0.308
F -4.46985 1.89074 2.68353 0.02 -0.01 -0.02 -0.332
F -2.18744 1.88282 2.33893 0.07 0.00 0.02 -0.444
C 0.33194 5.69168 -1.49809 0.02 0.00 0.00 -1.831
C -0.18953 4.27183 -1.60122 -0.01 0.00 0.00 1.897
C -1.35616 4.05078 -0.65484 0.06 -0.02 0.02 -1.474
C -0.53640 3.89598 -3.02940 0.00 -0.01 0.00 -1.627
O 0.97596 3.43668 -1.21254 0.01 0.08 0.00 0.216
P 0.97511 2.00856 -0.59712 0.04 0.06 0.01 0.544
O 0.51964 1.96966 0.87087 0.02 -0.01 -0.01 -0.806
O 0.04578 1.03340 -1.32672 -0.06 -0.02 -0.06 -0.540
O 2.47562 1.57975 -0.61383 -0.03 -0.05 0.00 -0.140
C 3.42132 1.57334 -1.75102 -0.03 0.04 -0.01 1.502
C 2.69292 1.26243 -3.04776 0.01 -0.02 0.01 -1.348
C 4.09224 2.93450 -1.78942 -0.02 0.00 0.02 -1.425
C 4.40522 0.47442 -1.39600 -0.02 0.02 0.01 -1.726
H -0.43629 6.38843 -1.83349 0.00 0.00 0.00 0.419
H 1.21511 5.81968 -2.12388 0.00 0.00 -0.01 0.412
H 0.59343 5.93053 -0.46769 -0.01 0.00 0.00 0.420
H -2.12910 4.79215 -0.85413 -0.01 -0.01 -0.01 0.678
H -1.05684 4.15527 0.38743 -0.01 -0.01 -0.02 0.386
H -1.82013 3.07351 -0.81101 -0.02 0.01 0.00 -0.006
H -1.37770 4.49841 -3.37270 0.00 0.00 0.00 0.472
H -0.81319 2.84288 -3.09110 0.00 0.01 -0.01 0.225
H 0.31200 4.08069 -3.68928 -0.01 0.00 -0.01 0.383
H 1.97741 2.04468 -3.30159 0.00 0.01 0.00 0.197
H 2.16435 0.31151 -2.98258 0.00 0.00 0.00 0.256
H 3.42495 1.20125 -3.85351 -0.01 0.00 0.00 0.519
H 3.36725 3.71691 -2.00749 0.01 0.00 -0.01 0.185
H 4.85974 2.94249 -2.56369 0.01 0.00 0.00 0.445
H 4.56143 3.15123 -0.82971 0.02 0.00 -0.01 0.355
H 3.89378 -0.48666 -1.32979 0.01 -0.01 -0.01 0.358
H 4.88205 0.69032 -0.43965 0.01 -0.01 0.00 0.356
H 5.17733 0.40893 -2.16250 0.01 -0.01 0.01 0.452


54
Properties=species:S:1:pos:R:3:forces:R:3:nbo_charge:R:1 method="wB97M-V/def2-TZVPD" e_homo_ev=-7.46 lumo_ha=-0.0442 spin_multiplicity=1 e_above_lowest_kcal_mol=0.2 fmax_ev_per_a=2.58 gap_ev=6.2524 charge=0
O 0.43953 -0.13243 -3.43753 -0.15 0.44 -2.53 -0.575
C 0.47277 1.13003 -4.21790 0.20 0.19 0.42 -0.048
C 0.35334 0.42524 -5.55893 -0.21 -0.58 0.31 -0.470
H 1.42312 1.66910 -4.10275 -0.48 -0.19 0.26 0.201
H -0.38509 1.75161 -3.92605 0.39 0.00 -0.12 0.179
C 0.37844 -0.86623 -4.69319 0.04 -0.14 -0.82 0.274
H 1.22934 0.49132 -6.21784 -0.41 0.22 0.12 0.210
H -0.58878 0.62004 -6.08945 0.38 -0.17 0.04 0.208
C 1.65621 -1.64157 -4.88856 0.10 -0.32 0.41 -0.624
H 2.51710 -0.98475 -4.76355 0.03 -0.03 -0.06 0.216
H 1.66335 -2.08112 -5.88094 0.13 -0.07 -0.20 0.208
H 1.73467 -2.45300 -4.15319 -0.01 0.15 -0.10 0.213
C -0.83392 -1.75080 -4.88318 0.07 -0.24 -0.03 -0.625
H -1.77194 -1.20427 -4.78316 0.04 0.03 0.11 0.213
H -0.82602 -2.60892 -4.20163 -0.05 0.17 -0.01 0.213
H -0.77900 -2.14305 -5.90886 -0.12 0.04 0.22 0.214
Bi -0.21346 -0.33506 2.37114 0.37 0.08 1.46 1.573
C -2.36483 -0.91871 4.52555 -0.40 -0.15 -1.10 -0.229
C -1.72628 0.34740 4.37525 -0.37 -0.17 -1.48 -0.393
C -2.27007 0.96485 3.15420 -0.78 -0.94 0.57 -0.462
H -1.13001 0.84104 5.12499 0.13 0.03 -0.06 0.244
C -3.23816 0.03930 2.60513 0.92 0.62 1.26 -0.256
C -3.25866 -1.10986 3.43299 0.21 0.68 0.39 -0.311
H -3.90093 -1.97192 3.29477 0.18 0.09 -0.01 0.226
H -2.24496 -1.59310 5.36789 0.17 0.09 -0.30 0.236
H -2.11758 2.00224 2.87883 -0.04 -0.21 -0.06 0.255
H -3.88989 0.26605 1.76999 0.22 -0.22 -0.03 0.230
C 1.16456 -2.16995 4.98937 0.33 -0.12 -0.85 -0.316
C 0.46015 -3.07253 4.14646 0.40 0.35 -0.71 -0.306
C 0.90541 -2.87989 2.81053 0.39 0.02 1.06 -0.382
H -0.26335 -3.81720 4.46426 0.02 0.27 -0.08 0.217
C 1.96170 -1.88551 2.84519 -1.04 0.51 0.39 -0.421
C 2.06642 -1.42384 4.19755 -0.31 -0.74 0.28 -0.328
H 2.75346 -0.66905 4.56725 -0.04 -0.19 -0.11 0.216
H 1.07672 -2.13112 6.06508 -0.09 0.18 -0.02 0.214
H 0.60702 -3.42805 1.92795 0.00 -0.11 0.08 0.223
H 2.65504 -1.65772 2.04380 -0.13 0.06 -0.02 0.233
O 1.32133 1.68922 -1.79635 -1.15 0.16 2.13 -0.534
C 0.38195 0.81710 -1.09373 0.16 -0.26 0.36 -0.075
C -0.88300 1.64019 -0.83121 0.20 0.39 -0.36 -0.439
H 0.80017 0.44192 -0.13195 0.37 0.50 -0.13 0.125
H 0.17707 -0.07631 -1.69330 0.27 0.67 0.53 0.259
C -0.36074 3.11046 -0.82736 -0.26 -0.03 -0.34 -0.437
H -1.38343 1.36603 0.11283 0.15 0.11 -0.34 0.206
H -1.59054 1.46955 -1.65746 0.12 0.12 0.34 0.212
C 1.15124 2.95686 -1.09963 -0.10 -0.32 0.23 -0.081
H -0.55226 3.57901 0.14740 0.14 0.02 -0.40 0.219
H -0.84699 3.71126 -1.61613 0.14 -0.27 0.37 0.207
H 1.63835 2.94904 -0.10768 0.21 -0.28 -0.40 0.171
H 1.61083 3.75644 -1.69079 -0.22 -0.26 -0.04 0.195
Cl 0.49508 2.92910 2.64075 -0.19 0.93 -0.19 -0.062
C 1.10302 1.39566 3.22080 0.31 -1.00 -0.03 -0.882
H 1.09952 1.39058 4.32332 -0.06 -0.17 -0.57 0.225
H 2.12294 1.25533 2.84899 -0.20 0.07 0.14 0.219


65
Properties=species:S:1:pos:R:3:forces:R:3:nbo_charge:R:1 method="wB97M-V/def2-TZVPD" e_homo_ev=-8.91 smiles=CCCN[PH2](CCC(F)(F)C(F)(F)S(F)(F)(F)(F)F)[C@H](Br)CC.c1ccncc1.c1ccncc1 lumo_ha=0.0096 spin_multiplicity=1 fmax_ev_per_a=0.37 gap_ev=9.1699 charge=0
C -5.99274 -2.33138 -0.34170 0.03 0.02 0.03 -0.613
C -4.63170 -3.03423 -0.37040 -0.03 -0.03 0.00 -0.398
C -3.88155 -2.86266 -1.68887 0.06 0.07 0.07 -0.227
N -3.75873 -1.46143 -2.09905 0.11 -0.16 -0.31 -0.974
P -2.30531 -1.06538 -3.07507 -0.32 0.02 -0.02 1.222
C -1.23838 -0.93905 -1.58713 -0.01 -0.10 -0.05 -0.736
C -1.81672 0.00244 -0.52018 -0.10 -0.07 -0.09 -0.484
C -0.77902 0.75058 0.31307 -0.10 -0.21 0.17 0.649
F -1.09501 2.07494 0.32640 -0.09 0.16 0.03 -0.326
F 0.46858 0.67190 -0.18859 0.32 -0.02 -0.03 -0.321
C -0.72655 0.38655 1.83487 0.07 -0.12 -0.22 0.471
F -1.96776 0.43747 2.31137 -0.23 0.07 0.17 -0.300
F 0.00767 1.29466 2.47662 0.12 0.09 0.01 -0.299
S 0.01147 -1.30857 2.30092 0.00 0.07 -0.16 2.365
F -1.41323 -1.92377 2.60783 -0.09 -0.03 -0.05 -0.455
F 0.13610 -0.84259 3.80339 -0.01 0.10 0.13 -0.451
F 1.46294 -0.74336 1.98237 -0.05 0.02 -0.02 -0.460
F -0.11328 -1.83139 0.79759 0.11 0.03 0.14 -0.472
F 0.66609 -2.68120 2.69481 0.06 -0.11 -0.02 -0.439
C -0.94825 -0.51721 -4.30775 0.00 0.07 -0.08 -0.561
Br 0.43997 -1.89626 -4.36132 0.05 -0.06 -0.01 -0.040
C -0.45013 0.91337 -4.03070 0.04 -0.01 0.02 -0.446
C 1.03908 1.12090 -3.76824 -0.02 0.05 0.00 -0.603
H -5.90774 -1.31256 0.03817 0.01 -0.01 -0.09 0.212
H -6.43595 -2.26905 -1.33992 -0.01 -0.09 0.04 0.197
H -6.69611 -2.86461 0.29959 0.02 0.05 -0.01 0.213
H -4.00220 -2.65893 0.44336 -0.07 -0.02 -0.01 0.194
H -4.76587 -4.10548 -0.19088 0.05 0.04 -0.02 0.202
H -4.35831 -3.47682 -2.46687 -0.02 0.08 0.02 0.176
H -2.87266 -3.27652 -1.56655 -0.06 -0.02 -0.03 0.185
H -4.57419 -1.19021 -2.63976 -0.01 0.06 0.16 0.367
H -3.02628 0.08296 -3.51006 0.04 0.12 0.12 -0.067
H -2.34634 -2.31981 -3.73940 0.13 -0.10 0.10 -0.058
H -1.16787 -1.95541 -1.19689 0.03 0.10 -0.03 0.256
H -0.23237 -0.65374 -1.88142 -0.06 0.01 0.00 0.255
H -2.49159 -0.54225 0.13715 0.00 0.02 0.00 0.252
H -2.42996 0.78000 -0.97576 0.04 -0.01 0.01 0.251
H -1.38939 -0.57910 -5.30423 0.01 -0.01 0.04 0.218
H -0.99997 1.30066 -3.16030 -0.01 0.02 -0.08 0.193
H -0.74527 1.54119 -4.87481 0.00 0.02 0.07 0.218
H 1.22398 2.17130 -3.53405 0.00 -0.04 -0.01 0.215
H 1.38866 0.52369 -2.92429 0.01 0.03 -0.05 0.208
H 1.63784 0.85602 -4.64020 -0.02 -0.03 0.05 0.215
C 5.08796 -1.74378 0.42569 -0.01 0.01 -0.01 -0.170
C 4.54389 -2.14335 1.63571 0.02 -0.02 -0.02 -0.262
C 5.36248 -2.80299 2.54114 0.01 0.00 0.01 0.033
N 6.64548 -3.07471 2.31402 0.00 0.01 -0.01 -0.416
C 7.15393 -2.68487 1.14735 -0.01 -0.01 0.02 0.032
C 6.42220 -2.01966 0.17439 -0.01 0.00 0.00 -0.261
H 4.48203 -1.22697 -0.30798 0.00 0.00 0.00 0.217
H 3.50733 -1.95267 1.87360 0.03 -0.01 0.02 0.222
H 4.96977 -3.12959 3.49808 -0.01 0.00 -0.01 0.191
H 8.20052 -2.91750 0.98346 0.00 0.00 -0.01 0.192
H 6.89079 -1.72774 -0.75565 0.00 0.00 0.00 0.219
C 2.27623 5.17610 3.59567 0.00 0.00 0.00 -0.174
C 1.89118 6.50054 3.72692 0.00 -0.01 0.00 -0.262
C 0.68940 6.89833 3.15963 -0.01 -0.01 -0.01 0.032
N -0.11884 6.07699 2.49360 0.00 0.00 0.00 -0.417
C 0.26334 4.80703 2.37530 -0.01 0.01 0.00 0.029
C 1.44510 4.30911 2.90508 0.02 0.01 0.01 -0.251
H 3.20664 4.82587 4.02412 0.00 0.00 0.00 0.216
H 2.50654 7.21454 4.25733 -0.01 0.00 0.00 0.218
H 0.35737 7.92749 3.24335 0.01 0.00 0.00 0.191
H -0.40877 4.15522 1.82876 0.00 -0.01 0.00 0.196
H 1.70349 3.26693 2.77736 -0.01 0.00 -0.01 0.219


Per-record electronic energy, Eh: -2524.4711, -1605.1432, -5156.5843